No. 1
Density functional theory data (the ωB97M-V functional and the def2-TZVPD basis) for the ion C31H32O2P with charge +1 in a non-equilibrium geometry.

CARTESIAN COORDINATES (ANGSTROEM)
C1 4.76755 0.95719 -1.83314
C2 3.91347 1.07896 -0.60264
O1 2.60019 0.61618 -1.04002
C3 1.70856 0.42787 -0.06422
C4 0.35360 -0.08654 -0.56549
P1 -0.94005 0.59066 0.68900
C5 -1.22079 2.39267 0.87295
C6 -2.53033 2.87026 1.10308
C7 -2.76914 4.20217 1.44800
C8 -1.69837 5.09236 1.56901
C9 -0.39349 4.63240 1.35071
C10 -0.15394 3.29679 1.01773
C11 -2.55380 0.06916 0.05577
C12 -3.32899 -0.89227 0.71874
C13 -4.52653 -1.32750 0.14559
C14 -4.97126 -0.77286 -1.05743
C15 -4.24391 0.24891 -1.67245
C16 -3.04860 0.68701 -1.10883
C17 -0.79760 0.06792 2.43443
C18 -1.05890 0.92699 3.52123
C19 -0.81399 0.51180 4.83565
C20 -0.27783 -0.75588 5.09361
C21 -0.08026 -1.63737 4.02612
C22 -0.44498 -1.25554 2.73597
O2 1.95281 0.66943 1.10863
H1 5.75643 1.39045 -1.68567
H2 4.91190 -0.09386 -2.11050
H3 4.30603 1.48461 -2.67606
H4 4.29576 0.45801 0.22328
H5 3.77041 2.11900 -0.28474
H6 0.07626 0.46382 -1.48540
H7 -3.38619 2.19793 1.02850
H8 -3.79049 4.54070 1.63305
H9 -1.87635 6.13607 1.83594
H10 0.45197 5.31512 1.45370
H11 0.86602 2.92820 0.88636
H12 -3.00544 -1.28742 1.68449
H13 -5.11634 -2.08993 0.65297
H14 -5.90297 -1.11958 -1.50711
H15 -4.61077 0.72711 -2.58443
H16 -2.50084 1.52416 -1.55287
H17 -1.45352 1.92852 3.34782
H18 -1.02915 1.18181 5.66748
H19 -0.02892 -1.07005 6.10817
H20 0.33876 -2.63355 4.18135
H21 -0.47620 -2.00009 1.94984
C23 -0.86975 -2.09808 -1.56281
C24 0.44032 -1.54329 -0.99342
C25 0.83210 -2.52231 0.12008
C26 1.55165 -1.69603 -2.07890
C27 2.86026 -1.99259 -1.69587
C28 3.82179 -2.33696 -2.65015
C29 3.47539 -2.42006 -4.00038
C30 2.16849 -2.11949 -4.38191
C31 1.21536 -1.71924 -3.43045
H22 -1.31530 -1.48220 -2.35342
H23 -0.64459 -3.08276 -1.98224
H24 -1.62286 -2.23646 -0.77572
H25 1.45778 -2.04464 0.87913
H26 -0.05500 -2.99680 0.54579
H27 1.38361 -3.35583 -0.32995
H28 3.13982 -2.08100 -0.64046
H29 4.83725 -2.56370 -2.31391
H30 4.23332 -2.69251 -4.74339
H31 1.85843 -2.21731 -5.42017
H32 0.19214 -1.51054 -3.73999

Summary:
- spin multiplicity = 1
- E_HOMO (eV) = -11.524
- energy relative to the best compared isomer or geometry (same formula, charge and spin) (eV) = 0.000
- energy (eV) = -46044.1959
- strongest force on any atom (eV/A) = 1.99
- total charge = +1

=====

No. 2
Density functional theory data (the ωB97M-V functional and the def2-TZVPD basis) for a structure of composition C31H33AlClN2O2Si2 in a non-equilibrium geometry.

CARTESIAN COORDINATES (ANGSTROEM)
C1 -3.33121 -3.32482 1.59630
C2 -1.89658 -3.31221 1.43053
C3 -1.35388 -2.28952 2.26287
H1 -1.32442 -4.07756 0.88934
C4 -2.42103 -1.63964 2.93577
C5 -3.65992 -2.22891 2.52222
H2 -4.63509 -2.13990 3.01959
H3 -4.02723 -4.14770 1.36053
H4 -0.28586 -2.16156 2.47300
H5 -2.32404 -0.89930 3.72295
Al1 -3.20480 -1.54966 0.49210
Si1 2.25036 -0.15740 0.15156
C6 3.25334 -0.14540 -1.42478
C7 3.47351 1.09772 -2.02601
H6 3.12617 2.01339 -1.55144
C8 4.18749 1.14866 -3.22585
H7 4.43411 2.12403 -3.65549
C9 4.54003 -0.05285 -3.85673
H8 5.06631 -0.00433 -4.81671
C10 4.20755 -1.30138 -3.29452
H9 4.38380 -2.24010 -3.83659
C11 3.64345 -1.34528 -2.01879
H10 3.45665 -2.29313 -1.49858
C12 3.50415 1.21158 0.94624
C13 4.86696 0.86800 1.05478
H11 5.19556 -0.15501 0.83583
C14 5.81833 1.84336 1.38973
H12 6.87286 1.58849 1.42269
C15 5.40598 3.15459 1.66759
H13 6.14071 3.91749 1.94542
C16 4.04897 3.48128 1.59044
H14 3.70064 4.49699 1.75714
C17 3.08842 2.49964 1.27134
H15 2.02434 2.77555 1.26622
H16 2.88730 -1.24507 0.96472
Si2 -0.05046 2.65877 -0.62271
C18 -0.36856 2.40794 1.22958
C19 0.03964 1.31307 2.00772
H17 0.44300 0.37712 1.59606
C20 0.12716 1.35971 3.38343
H18 0.62942 0.53147 3.88618
C21 -0.37961 2.46182 4.06273
H19 -0.25409 2.52189 5.14850
C22 -0.99219 3.48132 3.32767
H20 -1.43673 4.31102 3.85677
C23 -0.98532 3.47855 1.92679
H21 -1.42543 4.30231 1.35225
C24 0.07205 1.03033 -1.45974
C25 0.30207 -0.18907 -0.64021
H22 -0.47649 -0.25816 0.12102
C26 0.54647 -1.42508 -1.33429
H23 0.67945 -2.33937 -0.76153
C27 0.66595 -1.44481 -2.71374
H24 1.07377 -2.34140 -3.20152
C28 0.38541 -0.30758 -3.47287
H25 0.46747 -0.30765 -4.56064
C29 -0.02209 0.88628 -2.84994
H26 -0.33150 1.73954 -3.47028
H27 -1.25513 3.20494 -1.09082
Cl1 -2.91905 0.53312 0.46492
C30 -7.64078 -1.35955 -0.65926
O1 -6.61717 -1.93332 -1.54572
C31 -5.38711 -2.01515 -1.08296
O2 -5.05927 -1.61625 0.08056
N1 -4.43869 -2.58454 -1.84325
N2 -3.05667 -2.40311 -1.33612
H28 -7.50361 -1.66675 0.38961
H29 -8.55891 -1.78408 -1.04400
H30 -7.62868 -0.26789 -0.72188
H31 -4.64995 -2.68161 -2.84249
H32 -2.48310 -1.84134 -2.00372
H33 -2.62416 -3.34250 -1.33950

Summary:
- spin multiplicity = 1
- E_HOMO (spin up / spin down) (eV) = -9.461 / -9.012
- energy relative to the best compared isomer or geometry (same formula, charge and spin) (eV) = 3.953
- energy (eV) = -74624.7976
- strongest force on any atom (eV/A) = 2.92
- total charge = +1

=====

No. 3
Density functional theory data (the ωB97M-V functional and the def2-TZVPD basis) for a structure of composition C31H33BN10O4V.

CARTESIAN COORDINATES (ANGSTROEM)
V1 0.44283 -0.57823 0.15785
C1 -2.58899 -3.20149 1.69239
C2 -1.28910 -2.82767 1.34359
N1 -1.26586 -1.55097 0.97818
N2 -2.52096 -1.08743 1.06982
C3 -3.33777 -2.06118 1.49770
B1 -2.85716 0.29222 0.47041
N3 -2.75276 0.20271 -1.05335
C4 -3.24747 -0.77774 -1.84400
C5 -2.90939 -0.48444 -3.14165
C6 -2.17832 0.71462 -3.03942
N4 -2.08829 1.12373 -1.78610
N5 -1.84686 1.34557 0.97564
C7 -2.09952 2.56946 1.45829
C8 -0.89966 3.24406 1.58666
C9 0.06019 2.33687 1.12936
N6 -0.52213 1.19992 0.77894
N7 -4.27168 0.70561 0.87697
C10 -5.18031 1.32945 0.09228
C11 -6.20251 1.76833 0.89912
C12 -5.81320 1.36603 2.19103
N8 -4.65013 0.73776 2.17525
H1 -2.92945 -4.15645 2.05111
H2 -0.37298 -3.39630 1.36191
H3 -4.38247 -1.85971 1.66101
H4 -3.78508 -1.61273 -1.42356
H5 -3.11815 -1.06325 -4.02445
H6 -1.69684 1.27982 -3.82210
H7 -3.11105 2.87790 1.66160
H8 -0.74771 4.24840 1.93961
H9 1.12616 2.44091 1.01598
H10 -5.02367 1.40985 -0.97081
H11 -7.09544 2.28990 0.60129
H12 -6.33319 1.50394 3.12647
O1 1.50326 0.61568 -0.98972
C13 1.67334 0.53908 -2.28374
C14 1.14842 -0.44438 -3.13492
C15 1.38638 -0.38013 -4.52611
C16 0.85057 -1.32511 -5.37337
C17 0.06452 -2.38051 -4.91068
C18 -0.17807 -2.45724 -3.54746
C19 0.33158 -1.52081 -2.65380
O2 0.03665 -1.64084 -1.36828
N9 1.11912 -1.21928 -6.80397
O3 1.82779 -0.30744 -7.19998
O4 0.64777 -2.06727 -7.54581
H13 2.25285 1.34568 -2.73485
H14 1.98906 0.41936 -4.93358
H15 -0.33437 -3.10364 -5.60444
H16 -0.79163 -3.24949 -3.13700
C20 -0.45562 -0.46119 3.92121
C21 1.03646 -0.52883 4.24490
C22 1.75241 0.78230 3.91165
C23 1.79305 -1.72114 3.68567
C24 2.30394 -2.62519 4.61009
C25 3.13346 -3.66591 4.23476
C26 3.49330 -3.78160 2.90349
C27 2.99919 -2.92276 1.92849
C28 3.55138 -3.09764 0.52204
C29 2.58594 -3.67237 -0.51087
C30 4.19212 -1.80247 0.00572
C31 2.08214 -1.91027 2.30980
N10 1.46162 -1.11540 1.36257
H17 -0.92846 0.27870 4.57206
H18 -0.94651 -1.42502 4.09066
H19 -0.63786 -0.16426 2.89574
H20 1.09531 -0.65797 5.33144
H21 1.78136 0.92989 2.83637
H22 2.77948 0.76779 4.28205
H23 1.23077 1.63100 4.36072
H24 2.05884 -2.48702 5.65771
H25 3.52303 -4.35483 4.97372
H26 4.18301 -4.56238 2.60206
H27 4.35150 -3.83672 0.63619
H28 1.88356 -2.92510 -0.86810
H29 2.01496 -4.51246 -0.11209
H30 3.15322 -4.02668 -1.37505
H31 3.43575 -1.03019 -0.13005
H32 4.67006 -1.97609 -0.96124
H33 4.94626 -1.43319 0.70360

Summary:
- expectation value of S² = 2.071
- spin multiplicity = 3
- E_HOMO (spin up / spin down) (eV) = -2.790 / -5.465
- energy relative to the best compared isomer or geometry (same formula, charge and spin) (eV) = 0.108
- energy (eV) = -82142.0476
- strongest force on any atom (eV/A) = 0.48
- total charge = -1